Arrangement one

9
Properties=species:S:1:pos:R:3 method="wB97M-V/def2-TZVPD" homo_ev=-8.47 homo_lumo_gap_ev=8.550 lumo_ev=0.079
C 1.672 -0.409 0.431
C -0.758 -1.482 0.698
P 3.284 -0.176 0.177
S 0.321 -0.778 -0.647
H 1.185 -0.282 1.980
H -0.253 -2.252 1.208
H -1.478 -1.779 0.001
H -1.074 -0.625 1.293
H 3.621 -0.141 1.625



Arrangement two

9
Properties=species:S:1:pos:R:3 method="wB97M-V/def2-TZVPD" homo_ev=-9.07 homo_lumo_gap_ev=9.317 lumo_ev=0.244
C -1.402 -0.404 0.630
C -1.007 0.843 0.604
P 1.381 -0.609 -0.803
S 1.121 1.416 -0.062
H -2.452 -0.704 1.064
H -0.621 -1.129 0.198
H -1.552 1.698 0.747
H 1.844 -0.543 -2.168
H 2.688 -0.569 -0.210



Quick one: most stable of them? arrangement two



Arrangement one

17
Properties=species:S:1:pos:R:3 method="wB97M-V/def2-TZVPD" homo_ev=-7.68 homo_lumo_gap_ev=8.272 lumo_ev=0.591
C -0.958 0.042 -0.099
C -1.416 1.387 -0.568
C 0.202 -2.075 1.281
C 1.481 1.231 1.232
N 1.037 -1.194 1.134
O -0.077 -0.970 -2.588
O -1.317 1.072 0.789
S 0.948 0.029 -0.013
H -0.801 2.172 -1.054
H -2.417 1.453 -0.877
H -0.642 -1.705 -2.402
H 0.198 -2.707 2.228
H -0.638 -2.091 0.525
H 2.152 1.994 0.724
H 0.504 1.777 1.353
H 1.868 0.472 1.873
H -0.122 -0.885 -3.538



Arrangement two

17
Properties=species:S:1:pos:R:3 method="wB97M-V/def2-TZVPD" homo_ev=-8.80 homo_lumo_gap_ev=9.509 lumo_ev=0.711 smiles="O=C[C@H](CS)NCO"
O 0.848 1.103 -2.086
C 0.181 0.268 -1.541
C -0.227 0.451 -0.008
C 0.164 1.829 0.457
S -1.275 2.790 1.058
N 0.484 -0.625 0.728
C -0.102 -1.926 0.637
O 0.155 -2.569 -0.631
H -0.103 -0.704 -1.952
H -1.283 0.193 0.076
H 0.841 1.840 1.320
H 0.786 2.304 -0.297
H -1.437 3.467 -0.043
H 1.487 -0.593 0.587
H 0.223 -2.520 1.486
H -1.184 -1.847 0.690
H 0.443 -3.461 -0.481



Arrangement three

17
Properties=species:S:1:pos:R:3 method="wB97M-V/def2-TZVPD" homo_ev=-8.19 homo_lumo_gap_ev=8.661 lumo_ev=0.466
C -0.925 -0.857 -0.761
C -1.195 1.657 0.267
C 0.588 -0.733 -0.357
C 0.858 0.824 -0.566
N 0.714 -1.022 1.136
O -3.342 0.126 -0.257
O 1.927 1.410 0.002
S -2.061 0.066 0.450
H -1.152 -0.450 -1.738
H -1.132 -1.851 -0.579
H -0.917 2.072 1.241
H -1.651 2.343 -0.350
H 1.362 -1.340 -0.872
H 0.784 1.163 -1.654
H -0.131 -0.821 1.640
H 0.886 -2.024 1.259
H 2.230 0.964 0.867



Arrangement four

17
Properties=species:S:1:pos:R:3 method="wB97M-V/def2-TZVPD" homo_ev=-8.71 homo_lumo_gap_ev=8.521 lumo_ev=-0.186 smiles="C=[N+]([O-])O.CC(C)=S"
C -3.777 -1.516 0.719
N -2.975 -0.589 0.365
O -2.625 -0.328 -0.797
O -2.703 0.379 1.339
H -4.063 -1.749 1.775
H -4.131 -2.254 0.012
H -2.051 0.969 0.932
C 1.520 0.061 -1.367
C 1.716 0.548 0.046
C 3.171 0.865 0.276
S 0.492 0.705 1.119
H 2.488 -0.261 -1.793
H 0.771 -0.671 -1.393
H 1.211 0.879 -2.010
H 3.929 0.066 -0.084
H 3.550 1.220 1.237
H 3.476 1.674 -0.376



Quick one: most stable of them? arrangement two